Molecular formula: C23H24N4PdS2
Method: DFT, wB97M-V/def2-TZVPD

The highest occupied orbital energy is -7.0 eV. The frontier orbital gap comes out at 6.67 eV. As for the total energy: -55351.5004 eV.

CARTESIAN COORDINATES (ANGSTROEM)
Pd (0.411, -0.099, -1.130)
C (-1.912, -2.276, -1.918)
N (-0.929, -2.090, -0.855)
C (0.005, -3.220, -0.795)
C (-1.490, -1.772, 0.441)
C (-2.748, -2.187, 0.837)
C (-3.239, -1.847, 2.096)
C (-2.465, -1.078, 2.945)
C (-1.203, -0.646, 2.543)
C (-0.694, -1.001, 1.300)
N (0.537, -0.581, 0.788)
C (1.759, -0.733, 1.384)
C (1.969, -1.179, 2.698)
C (3.254, -1.384, 3.179)
C (4.367, -1.158, 2.382)
C (4.167, -0.731, 1.077)
C (2.891, -0.523, 0.587)
N (2.664, -0.081, -0.781)
C (3.502, -0.734, -1.791)
C (2.838, 1.391, -0.879)
H (-2.414, -3.251, -1.853)
H (-1.407, -2.211, -2.880)
H (-2.658, -1.486, -1.869)
H (-0.531, -4.164, -0.637)
H (0.709, -3.071, 0.021)
H (0.558, -3.280, -1.732)
H (-3.361, -2.771, 0.162)
H (-4.221, -2.184, 2.401)
H (-2.847, -0.786, 3.916)
H (-0.621, 0.010, 3.179)
H (1.119, -1.399, 3.330)
H (3.382, -1.730, 4.198)
H (5.367, -1.319, 2.761)
H (5.023, -0.562, 0.432)
H (4.532, -0.366, -1.763)
H (3.092, -0.528, -2.777)
H (3.503, -1.809, -1.622)
H (3.876, 1.668, -0.657)
H (2.186, 1.885, -0.166)
H (2.588, 1.721, -1.885)
S (0.175, 0.455, -3.460)
C (-0.826, 1.677, -2.775)
N (-0.964, 1.717, -1.485)
C (-1.783, 2.756, -1.069)
C (-2.118, 3.052, 0.249)
C (-2.947, 4.131, 0.495)
C (-3.444, 4.912, -0.553)
C (-3.120, 4.622, -1.868)
C (-2.287, 3.536, -2.115)
S (-1.700, 2.920, -3.636)
H (-1.729, 2.434, 1.050)
H (-3.219, 4.372, 1.515)
H (-4.090, 5.754, -0.337)
H (-3.507, 5.224, -2.681)

---

Molecular formula: C39H47As2F3IN5O2SiTi
Method: DFT, wB97M-V/def2-TZVPD

The highest occupied orbital energy is -7.3 eV. The frontier orbital gap comes out at 6.94 eV. As for the total energy: -221679.1849 eV.

CARTESIAN COORDINATES (ANGSTROEM)
Ti (-0.033, 0.093, -0.929)
C (2.649, -3.740, -2.266)
C (3.176, -2.560, -1.504)
N (4.438, -2.594, -1.079)
C (4.920, -1.550, -0.407)
C (4.195, -0.399, -0.127)
C (4.842, 0.756, 0.576)
O (4.188, 1.002, 1.826)
C (2.872, -0.360, -0.557)
C (1.917, 0.768, -0.467)
N (1.428, 1.231, -1.679)
C (2.127, 1.158, -2.864)
C (3.498, 1.460, -2.930)
C (4.183, 1.467, -4.129)
C (3.531, 1.185, -5.325)
C (2.177, 0.899, -5.296)
C (1.507, 0.886, -4.085)
I (-0.531, 0.461, -4.036)
C (2.350, -1.464, -1.233)
O (1.050, -1.444, -1.557)
H (3.476, -4.261, -2.746)
H (1.924, -3.423, -3.016)
H (2.152, -4.451, -1.599)
H (5.952, -1.630, -0.077)
H (4.782, 1.656, -0.047)
H (5.900, 0.528, 0.738)
H (4.558, 1.805, 2.206)
H (1.999, 1.471, 0.360)
H (4.010, 1.704, -2.011)
H (5.240, 1.701, -4.133)
H (4.066, 1.190, -6.264)
H (1.642, 0.680, -6.211)
C (1.574, 1.731, 4.345)
As (0.182, 1.491, 2.978)
C (-1.051, 2.855, 3.659)
C (-0.658, -0.096, 3.778)
C (-1.372, -0.010, 4.971)
C (-1.924, -1.135, 5.563)
C (-1.751, -2.376, 4.967)
C (-1.041, -2.477, 3.781)
C (-0.501, -1.346, 3.169)
As (0.512, -1.500, 1.496)
C (0.342, -3.416, 1.135)
C (2.278, -1.628, 2.320)
H (1.150, 1.676, 5.348)
H (2.038, 2.707, 4.201)
H (2.336, 0.961, 4.227)
H (-1.014, 2.930, 4.746)
H (-2.063, 2.613, 3.339)
H (-0.771, 3.815, 3.229)
H (-1.504, 0.951, 5.453)
H (-2.481, -1.045, 6.487)
H (-2.169, -3.265, 5.424)
H (-0.926, -3.451, 3.325)
H (0.725, -4.002, 1.970)
H (0.956, -3.615, 0.257)
H (-0.687, -3.706, 0.924)
H (2.178, -2.179, 3.255)
H (2.694, -0.640, 2.500)
H (2.944, -2.161, 1.642)
C (-3.065, -1.647, 1.424)
C (-3.072, -0.167, 1.163)
C (-4.134, 0.604, 1.610)
C (-4.149, 1.954, 1.276)
C (-3.135, 2.500, 0.523)
C (-2.072, 1.670, 0.100)
N (-2.063, 0.363, 0.467)
N (-1.022, 1.980, -0.699)
Si (-0.799, 3.627, -1.263)
C (-2.293, 4.146, -2.282)
C (0.667, 3.961, -2.366)
C (-0.534, 4.769, 0.213)
H (-3.874, -2.122, 0.863)
H (-3.223, -1.858, 2.482)
H (-2.126, -2.097, 1.112)
H (-4.928, 0.152, 2.188)
H (-4.968, 2.583, 1.604)
H (-3.166, 3.540, 0.244)
H (-2.296, 3.567, -3.210)
H (-2.218, 5.201, -2.556)
H (-3.257, 3.992, -1.795)
H (0.658, 3.379, -3.287)
H (1.620, 3.789, -1.866)
H (0.608, 5.020, -2.642)
H (-1.348, 4.794, 0.936)
H (-0.363, 5.791, -0.135)
H (0.368, 4.446, 0.741)
F (-5.461, -4.575, -1.810)
C (-4.696, -4.256, -2.870)
F (-4.201, -5.398, -3.363)
F (-5.506, -3.728, -3.799)
C (-3.608, -3.293, -2.470)
C (-2.338, -3.745, -2.171)
C (-1.387, -2.819, -1.768)
N (-1.656, -1.523, -1.627)
C (-2.885, -1.096, -1.938)
C (-3.889, -1.939, -2.368)
H (-2.077, -4.789, -2.261)
H (-0.364, -3.103, -1.565)
H (-3.065, -0.033, -1.840)
H (-4.864, -1.545, -2.618)

---

Molecular formula: C5H10N2O
Method: DFT, wB97M-V/def2-TZVPD

The highest occupied orbital energy (spin up / spin down) is -13.7 / -13.3 eV. The frontier orbital gap (spin up / spin down) comes out at 10.43 / 4.38 eV. As for the total energy: -10364.1629 eV. Its spin multiplicity is 2. Its total charge is +1.

CARTESIAN COORDINATES (ANGSTROEM)
C (-0.670, -0.408, -0.077)
C (0.168, 0.003, -1.213)
C (-0.195, 1.313, -1.852)
C (0.752, 2.161, -2.281)
N (-0.258, 0.024, 1.213)
C (-0.118, -0.670, 2.403)
N (-0.097, -2.103, 2.421)
O (0.065, -0.119, 3.540)
H (-1.738, -0.048, -0.144)
H (-0.845, -1.505, -0.132)
H (1.248, 0.053, -1.032)
H (0.345, -0.868, -1.816)
H (-1.300, 1.452, -2.116)
H (1.692, 2.218, -1.852)
H (0.636, 2.764, -3.224)
H (0.100, 1.008, 1.296)
H (0.080, -2.546, 3.313)
H (0.137, -2.730, 1.554)